Record 1
The following is a DFT calculation (the ωB97M-V functional and the def2-TZVPD basis) of a structure of composition C22H26CdNOS.

Calculated values
- total charge = +1
- strongest force on any atom (eV/Å) = 0.69
- calculated total energy (eV) = -42167.433
- 2S+1 = 1
- molar mass (g/mol) = 464.93

Last column: natural (NBO) charge in e.
Element x y z (Å)
Cd: -0.52 -0.10 0.18  1.543
S: 2.33 2.11 -0.26  1.277
O: 0.95 1.54 -0.46  -1.090
N: 0.12 0.64 2.52  -0.527
C: 0.64 -0.47 3.05  0.184
C: -0.75 -3.16 0.81  -0.260
C: -0.31 -1.92 1.24  -0.525
C: -2.21 0.91 -1.81  -0.321
C: -0.77 -4.26 1.66  -0.186
C: 0.11 -2.88 3.42  -0.215
C: -2.67 -0.39 -1.55  -0.031
C: 0.52 1.83 2.97  0.038
C: 2.09 3.90 -0.14  -0.811
C: 0.14 -1.78 2.56  -0.041
C: -0.36 0.02 -3.07  -0.250
C: 1.63 -0.40 4.04  -0.231
C: 2.05 0.84 4.49  -0.138
C: -0.66 2.52 -2.97  -0.636
C: -0.07 -2.46 -3.40  -0.641
C: -3.94 -0.62 -0.78  -0.648
C: -1.07 1.12 -2.59  0.029
C: -0.36 -4.11 2.97  -0.207
C: 1.48 1.98 3.95  -0.264
C: -1.97 -1.47 -2.08  -0.218
C: -0.80 -1.28 -2.82  0.014
C: 3.06 2.10 -1.91  -0.810
H: -0.52 3.14 -2.08  0.222
H: -1.45 2.99 -3.56  0.238
H: 2.06 -1.31 4.43  0.233
H: 1.77 2.96 4.30  0.232
H: 4.09 2.47 -1.85  0.251
H: -2.36 -2.47 -1.95  0.221
H: -1.10 -3.29 -0.21  0.200
H: 3.06 1.07 -2.25  0.251
H: 0.04 2.69 2.52  0.196
H: 1.38 4.21 -0.91  0.242
H: -4.77 -0.78 -1.47  0.242
H: -1.12 -5.22 1.30  0.220
H: -4.19 0.24 -0.16  0.223
H: -0.59 -2.82 -4.29  0.239
H: 3.05 4.39 -0.27  0.250
H: 0.41 -2.77 4.45  0.216
H: -0.41 -4.94 3.66  0.225
H: -2.78 1.76 -1.46  0.233
H: -3.86 -1.50 -0.15  0.234
H: -0.03 -3.29 -2.69  0.229
H: 0.53 0.18 -3.67  0.217
H: 2.46 2.72 -2.57  0.237
H: 1.69 4.11 0.85  0.247
H: 2.81 0.90 5.26  0.232
H: 0.94 -2.20 -3.69  0.222
H: 0.25 2.52 -3.56  0.214

Record 2
The following is a DFT calculation (the ωB97M-V functional and the def2-TZVPD basis) of an isolated molecule of C17H20N2O2S at a distorted geometry.

Calculated values
- total charge = 0
- strongest force on any atom (eV/Å) = 1.00
- calculated total energy (eV) = -35863.436
- energy above the lowest of the compared OMol25 structures with the same formula, charge and spin (kJ/mol) = 190.8
- 2S+1 = 1
- molar mass (g/mol) = 316.43

Last column: natural (NBO) charge in e.
Element x y z (Å)
S: -2.36 1.42 -0.82  2.316
O: -2.23 1.48 -2.24  -0.934
O: -3.23 2.36 -0.16  -0.941
N: 1.61 1.23 0.77  -0.470
N: -0.81 1.49 -0.17  -0.686
C: 0.88 -1.06 0.21  -0.262
C: 3.13 -0.34 -0.28  -0.056
C: 4.24 0.67 -0.21  -0.639
C: 1.85 -0.06 0.22  0.228
C: -3.46 -2.81 0.41  -0.187
C: 1.16 -2.31 -0.31  -0.219
C: 1.49 2.31 -0.18  -0.220
C: 2.41 -2.58 -0.83  -0.212
C: -2.29 -1.30 -1.04  -0.197
C: -3.68 -0.44 0.73  -0.221
C: 3.38 -1.60 -0.81  -0.204
C: -2.83 -0.24 -0.34  -0.257
C: -0.78 1.77 1.25  -0.255
C: 0.15 2.25 -0.94  -0.245
C: 0.60 1.35 1.80  -0.221
C: -4.00 -1.73 1.11  -0.213
C: -2.62 -2.59 -0.67  -0.218
H: -3.71 -3.81 0.71  0.218
H: 2.31 2.27 -0.89  0.219
H: -0.22 3.27 -1.14  0.192
H: 0.54 0.41 2.34  0.215
H: 0.39 -3.07 -0.30  0.210
H: -4.66 -1.90 1.94  0.221
H: -1.64 -1.09 -1.88  0.243
H: -0.97 2.84 1.44  0.192
H: 0.25 1.73 -1.90  0.225
H: -4.09 0.42 1.24  0.244
H: 1.56 3.24 0.38  0.197
H: 2.63 -3.55 -1.25  0.210
H: 4.37 -1.81 -1.19  0.207
H: 4.07 1.37 0.60  0.230
H: 0.95 2.12 2.51  0.200
H: 5.19 0.16 -0.05  0.219
H: -2.21 -3.43 -1.21  0.221
H: -1.58 1.20 1.71  0.220
H: 4.32 1.22 -1.15  0.213
H: -0.11 -0.86 0.60  0.214

Record 3
The following is a DFT calculation (the ωB97M-V functional and the def2-TZVPD basis) of a structure of composition C3H8O3Pb at a distorted geometry.

Calculated values
- total charge = 0
- strongest force on any atom (eV/Å) = 6.52
- calculated total energy (eV) = -14625.147
- energy above the lowest of the compared OMol25 structures with the same formula, charge and spin (kJ/mol) = 135.8
- 2S+1 = 1
- molar mass (g/mol) = 299.29

Last column: natural (NBO) charge in e.
Element x y z (Å)
Pb: 0.09 1.16 -0.64  1.353
O: -1.59 0.08 -0.03  -0.898
O: 2.01 -0.48 -0.40  -0.603
O: 1.91 1.80 -0.21  -0.912
C: 2.60 0.69 0.18  0.216
C: -2.95 0.15 -0.38  -0.268
C: 0.90 -1.07 0.29  -0.596
H: 1.10 -1.14 1.38  0.175
H: 2.62 0.60 1.29  0.127
H: 3.65 0.69 -0.20  0.157
H: -1.06 -1.01 0.37  0.503
H: 0.69 -2.00 -0.26  0.195
H: -3.27 1.21 -0.41  0.189
H: -3.55 -0.36 0.38  0.186
H: -3.15 -0.32 -1.36  0.176

Record 4
The following is a DFT calculation (the ωB97M-V functional and the def2-TZVPD basis) of a structure of composition C51H65CrN6O2P.

Calculated values
- total charge = -1
- strongest force on any atom (eV/Å) = 0.91
- calculated total energy (eV) = -104690.369
- energy above the lowest of the compared OMol25 structures with the same formula, charge and spin (kJ/mol) = 12.8
- expectation value of S² = 0.77
- 2S+1 = 2
- molar mass (g/mol) = 877.09

Last column: Mulliken spin population.
Element x y z (Å)
Cr: 0.27 0.15 0.61  0.951
P: 0.13 -3.19 0.10  0.015
O: 1.89 -0.09 2.19  0.015
O: -2.17 0.13 4.13  0.001
N: 1.07 2.51 -0.50  0.007
N: -0.04 2.56 0.43  -0.013
N: 0.28 -1.67 0.23  0.015
N: -0.27 0.00 2.79  0.001
N: 1.26 -0.43 4.41  0.001
N: 1.54 1.18 -0.39  -0.052
C: 5.71 0.64 -0.65  -0.004
C: -0.03 -4.01 6.25  0.000
C: -0.40 -1.67 5.79  -0.001
C: 2.22 -3.37 1.94  0.009
C: 1.71 -4.06 0.66  0.013
C: 0.55 1.84 -2.81  -0.003
C: 0.50 4.17 -2.23  0.000
C: 0.70 2.84 -1.86  0.008
C: -1.32 -3.82 1.13  -0.008
C: -2.26 3.09 -0.64  0.005
C: -0.14 5.94 -3.89  0.000
C: -3.39 2.59 -1.30  -0.004
C: -0.98 -0.04 3.95  0.006
C: 4.84 -0.42 -0.43  0.002
C: 0.05 -5.11 -2.10  0.000
C: -0.31 2.10 5.75  -0.001
C: 0.38 -2.80 5.68  0.000
C: 1.35 3.28 2.30  0.006
C: 0.80 -2.76 -2.57  0.006
C: -1.39 0.82 -0.36  0.058
C: -2.52 0.35 -1.03  -0.012
C: -1.55 -3.23 -2.12  0.008
C: 0.08 3.58 1.50  -0.002
C: 0.27 2.95 7.93  0.000
C: 0.01 -0.34 5.14  -0.001
C: -0.06 3.48 -4.45  0.000
C: 2.83 -3.81 -0.37  0.001
C: -1.31 2.19 -0.19  -0.060
C: 0.62 1.67 8.33  0.000
C: 3.47 -0.22 -0.35  0.006
C: 2.93 1.07 -0.46  0.014
C: 0.50 0.60 7.44  0.001
C: -1.83 -5.22 0.80  -0.002
C: 0.17 5.02 1.01  0.000
C: 0.11 4.50 -3.52  0.000
C: -0.13 -3.64 -1.72  0.014
C: -0.92 -3.78 2.61  0.010
C: 0.15 2.15 -4.11  0.002
C: -2.02 -2.94 7.04  0.000
C: -1.14 3.42 2.41  -0.001
C: 1.04 -0.18 3.09  -0.010
C: 1.61 -5.57 0.91  0.000
C: -1.61 -1.74 6.49  0.000
C: -2.49 -2.83 1.01  0.007
C: -1.24 -4.08 6.93  0.000
C: -0.07 1.03 -5.10  0.000
C: 0.04 0.81 6.14  0.000
C: 5.17 1.92 -0.77  0.003
C: -0.20 3.16 6.63  0.000
C: 3.80 2.14 -0.69  -0.005
C: -3.51 1.22 -1.50  0.002
H: -1.82 -3.92 3.22  0.001
H: -0.93 0.42 -4.80  0.000
H: -0.21 6.06 -4.98  0.000
H: 1.23 -6.13 0.06  0.000
H: 1.62 -3.60 2.82  0.006
H: -2.62 -5.47 1.51  0.000
H: 5.22 -1.43 -0.33  0.000
H: 1.12 5.19 0.49  0.000
H: -0.27 1.41 -6.10  0.000
H: -1.76 -2.20 -1.84  -0.005
H: -0.59 -5.78 -1.52  0.000
H: 0.98 1.49 9.34  0.000
H: 1.08 -5.46 -1.99  0.000
H: 2.73 -4.40 -1.27  0.000
H: -2.15 -1.80 1.13  0.000
H: -2.97 -2.99 7.57  0.000
H: -1.28 2.38 2.71  0.001
H: 2.26 -2.28 1.83  -0.004
H: 3.24 -3.72 2.14  -0.001
H: 2.18 -0.33 4.82  0.000
H: 0.84 -1.74 -2.20  0.002
H: 0.98 -5.81 1.77  0.000
H: 1.32 -2.75 5.14  0.000
H: 2.91 -2.75 -0.65  0.001
H: -0.65 5.31 0.36  0.000
H: -0.22 -4.58 2.89  0.000
H: 0.59 -4.89 6.14  0.000
H: 0.79 0.37 -5.15  0.000
H: -0.47 4.16 6.31  0.000
H: -0.37 3.72 -5.47  0.000
H: -3.20 -3.04 1.82  0.000
H: 0.16 5.69 1.88  0.000
H: 0.75 -0.40 7.76  0.000
H: -1.00 4.04 3.30  0.000
H: -2.32 -3.87 -1.70  0.000
H: 0.35 3.78 8.62  0.000
H: -1.07 -6.00 0.88  0.000
H: -3.03 -2.91 0.07  0.000
H: -0.49 -2.82 2.89  -0.004
H: 6.78 0.48 -0.72  0.000
H: -2.15 4.15 -0.50  0.000
H: 1.82 -3.14 -2.62  0.000
H: -2.23 -0.86 6.56  0.000
H: -1.07 6.30 -3.45  0.000
H: 1.36 3.91 3.20  0.000
H: -4.15 3.27 -1.65  -0.001
H: -1.63 -3.29 -3.21  0.000
H: -0.21 -5.23 -3.15  0.000
H: 3.40 3.13 -0.80  0.000
H: 0.64 4.95 -1.50  0.000
H: 5.83 2.76 -0.95  0.000
H: 1.39 2.23 2.59  -0.007
H: 0.41 -2.73 -3.60  0.000
H: 3.79 -4.09 0.10  0.000
H: 0.72 0.81 -2.51  -0.002
H: 2.24 3.49 1.70  0.001
H: -1.57 -5.02 7.36  0.000
H: 0.67 6.58 -3.54  0.000
H: -0.68 2.27 4.75  0.000
H: -2.06 3.74 1.91  0.000
H: -2.27 -5.29 -0.20  0.000
H: -2.66 -0.71 -1.18  -0.007
H: 2.78 -1.04 -0.17  0.010
H: 2.62 -5.95 1.13  0.000
H: -4.38 0.83 -2.02  0.000